Record 1
Molecular formula: C44H53F5N2OP
Method: DFT, ωB97M-V/def2-TZVPD

XYZ file:
```
106
Properties=species:S:1:pos:R:3
C 1.624 -1.895 1.258
C 0.758 -1.910 0.024
C 1.453 -2.435 -1.229
N -0.452 -1.545 0.110
C -1.260 -0.617 -0.655
P -0.349 1.027 -0.736
C 0.943 0.914 -2.031
C -1.515 2.181 -1.561
C -1.686 -1.100 -2.056
C -2.647 -2.316 -2.083
C -1.848 -3.618 -2.144
C -3.457 -2.232 -3.392
N -3.537 -2.322 -0.891
O -3.299 -3.240 -0.031
C -3.841 -1.003 -0.283
C -4.643 -0.091 -1.224
C -4.736 -1.263 0.946
C -2.540 -0.311 0.183
H 1.770 -2.916 1.633
H 1.153 -1.309 2.041
H 2.620 -1.530 0.998
H 2.316 -3.037 -0.940
H 1.812 -1.643 -1.885
H 0.777 -3.076 -1.788
H 1.720 0.211 -1.745
H 1.415 1.900 -2.047
H 0.583 0.701 -3.041
H -1.901 1.788 -2.505
H -2.366 2.404 -0.920
H -0.991 3.116 -1.767
H -0.811 -1.328 -2.667
H -2.185 -0.264 -2.548
H -1.284 -3.796 -1.235
H -2.503 -4.452 -2.393
H -1.146 -3.512 -2.976
H -2.808 -1.851 -4.184
H -4.320 -1.577 -3.306
H -3.800 -3.221 -3.697
H -4.054 0.329 -2.040
H -5.051 0.730 -0.642
H -5.476 -0.646 -1.660
H -4.137 -1.492 1.825
H -5.396 -2.110 0.770
H -5.313 -0.367 1.170
H -2.306 -0.618 1.199
H -2.745 0.760 0.222
F 4.063 2.778 2.535
C 4.201 1.785 3.439
C 4.934 2.025 4.583
C 5.071 1.000 5.510
C 4.486 -0.237 5.278
C 3.757 -0.451 4.116
C 3.606 0.566 3.184
H 5.384 2.996 4.738
H 5.633 1.170 6.417
H 4.597 -1.032 6.003
H 3.300 -1.415 3.930
H 3.036 0.426 2.276
F 4.923 1.866 8.757
C 6.024 2.275 9.422
C 6.961 3.034 8.751
C 8.090 3.452 9.440
C 8.267 3.106 10.773
C 7.308 2.340 11.422
C 6.171 1.919 10.747
H 6.804 3.288 7.711
H 8.834 4.052 8.933
H 9.150 3.433 11.305
H 7.444 2.066 12.459
H 5.408 1.326 11.232
F -1.543 0.808 -4.820
C -0.873 1.692 -5.593
C -0.898 3.029 -5.253
C -0.207 3.927 -6.054
C 0.487 3.482 -7.171
C 0.493 2.131 -7.488
C -0.189 1.220 -6.695
H -1.448 3.356 -4.382
H -0.210 4.979 -5.801
H 1.023 4.187 -7.792
H 1.031 1.780 -8.359
H -0.196 0.162 -6.919
F 2.679 -4.958 -5.083
C 1.537 -5.648 -5.277
C 0.356 -4.951 -5.428
C -0.818 -5.662 -5.629
C -0.796 -7.050 -5.670
C 0.406 -7.727 -5.514
C 1.589 -7.027 -5.318
H 0.361 -3.869 -5.386
H -1.751 -5.129 -5.752
H -1.713 -7.602 -5.823
H 0.426 -8.808 -5.542
H 2.537 -7.533 -5.199
F -6.337 2.049 0.554
C -5.849 3.199 1.069
C -4.819 3.833 0.404
C -4.316 5.012 0.935
C -4.841 5.531 2.110
C -5.877 4.870 2.757
C -6.394 3.692 2.236
H -4.427 3.407 -0.510
H -3.511 5.526 0.426
H -4.444 6.448 2.522
H -6.285 5.270 3.675
H -7.203 3.161 2.719
```

Output
M   751.88 Da
2S+1   2
Strongest force on any atom   2.49 eV/Å
Electronic energy   -74388.397 eV
Frontier orbital gap (alpha / beta)   8.33 / 8.54 eV

Record 2
Molecular formula: C30H46CoF3N6O3Si
Method: DFT, ωB97M-V/def2-TZVPD

XYZ file:
```
90
Properties=species:S:1:pos:R:3
Co 0.293 0.271 -0.494
C -2.456 -2.114 1.624
C -1.653 -1.343 0.626
N -0.697 -0.563 0.918
N -0.327 -0.319 2.200
C 0.749 0.493 2.134
O 1.290 0.929 1.101
C 1.350 0.936 3.432
C 0.872 0.490 4.658
C 1.455 0.938 5.836
C 2.517 1.834 5.792
C 2.996 2.276 4.568
C 2.413 1.825 3.390
C -1.858 -1.459 -0.831
C -2.790 -2.327 -1.367
C -2.906 -2.446 -2.745
C -2.091 -1.685 -3.548
C -1.191 -0.824 -2.934
N -1.078 -0.698 -1.617
H -2.092 -1.877 2.620
H -2.353 -3.191 1.458
H -3.522 -1.868 1.563
H 0.045 -0.208 4.668
H 1.082 0.586 6.790
H 2.977 2.177 6.711
H 3.827 2.968 4.527
H 2.784 2.144 2.423
H -3.401 -2.921 -0.698
H -3.622 -3.134 -3.179
H -2.132 -1.747 -4.627
H -0.531 -0.205 -3.526
F 0.475 -4.224 -0.874
C 1.738 -4.018 -0.436
F 2.515 -4.897 -1.087
F 1.746 -4.380 0.871
C 2.217 -2.545 -0.596
O 3.433 -2.406 -0.716
O 1.255 -1.736 -0.562
C -1.232 4.012 2.944
N -1.043 3.625 1.559
C 0.303 3.814 1.038
C -1.891 2.761 0.916
N -1.466 1.984 -0.005
N -3.222 2.799 1.384
C -4.041 1.662 1.012
C -3.906 4.074 1.211
H -0.424 3.600 3.560
H -2.177 3.631 3.318
H -1.214 5.101 3.055
H 0.566 4.875 1.074
H 0.353 3.453 0.014
H 1.032 3.246 1.622
H -2.224 1.509 -0.480
H -4.380 1.705 -0.036
H -4.927 1.639 1.649
H -3.482 0.738 1.161
H -3.268 4.897 1.526
H -4.812 4.086 1.818
H -4.191 4.241 0.163
C 2.343 -0.199 -3.218
Si 1.679 1.257 -2.155
C 0.822 2.466 -3.500
C 1.153 2.021 -4.930
C 1.207 3.949 -3.388
C -0.703 2.436 -3.346
C 3.394 1.992 -1.566
C 3.327 3.319 -0.795
C 4.373 2.137 -2.742
C 3.994 0.970 -0.591
H 2.788 0.100 -4.175
H 1.575 -0.953 -3.419
H 3.110 -0.713 -2.628
H 2.226 2.076 -5.138
H 0.636 2.674 -5.658
H 0.838 0.990 -5.129
H 2.269 4.127 -3.557
H 0.945 4.362 -2.409
H 0.653 4.530 -4.147
H -1.120 1.423 -3.383
H -1.170 3.019 -4.159
H -1.012 2.869 -2.393
H 3.106 4.178 -1.427
H 4.303 3.509 -0.320
H 2.580 3.277 0.007
H 3.983 2.762 -3.551
H 4.626 1.162 -3.169
H 5.314 2.599 -2.393
H 3.378 0.873 0.307
H 5.001 1.308 -0.288
H 4.088 -0.033 -1.012
```

Output
M   682.75 Da
2S+1   2
Strongest force on any atom   1.33 eV/Å
Electronic energy   -100600.280 eV
Frontier orbital gap (alpha / beta)   6.61 / 6.57 eV
Net charge   -1

Record 3
Molecular formula: C5H6N2O
Method: DFT, ωB97M-V/def2-TZVPD

XYZ file:
```
14
Properties=species:S:1:pos:R:3
C 0.515 -0.541 -0.067
C -0.612 -1.278 -0.076
C -1.817 -0.659 0.017
C -0.926 1.431 -0.105
C 0.352 0.859 -0.119
H 2.063 -2.003 0.285
H 2.481 -0.454 0.099
H -0.510 -2.396 -0.048
H -2.702 -1.273 0.146
H -0.979 2.532 0.037
H 0.999 2.570 -0.008
N 1.781 -1.069 -0.127
N -2.049 0.642 -0.059
O 1.404 1.638 0.026
```

Output
M   110.12 Da
Strongest force on any atom   3.47 eV/Å
Electronic energy   -10309.349 eV
Frontier orbital gap   9.05 eV

Record 4
Molecular formula: C18H40AlBBeBrCaCl2F2IN5O11P2
Method: DFT, ωB97M-V/def2-TZVPD

XYZ file:
```
86
Properties=species:S:1:pos:R:3
C 5.919 -0.383 -4.554
C 5.429 -1.340 -5.657
P 3.627 -1.643 -5.528
C 3.442 -3.022 -4.283
C 2.722 -0.191 -4.844
N 3.163 0.941 -4.174
C 2.093 1.638 -3.886
N 2.137 2.816 -3.206
C 3.513 3.261 -2.860
C 4.200 3.867 -4.115
O 3.635 4.721 -4.743
B 1.091 3.711 -2.764
N 1.100 5.105 -3.213
O 0.048 3.313 -1.869
N 0.964 1.040 -4.357
C -0.440 1.275 -4.414
O -1.197 0.389 -3.597
O -0.556 0.176 -2.349
N 1.422 -0.104 -4.909
I 0.524 -1.779 -5.851
H 5.637 0.643 -4.867
H 7.123 -0.393 -4.469
H 5.428 -0.546 -3.593
H 5.919 -2.326 -5.567
H 5.736 -0.948 -6.636
H 2.627 -2.771 -3.589
H 3.227 -3.945 -4.843
H 4.383 -3.184 -3.732
H 4.092 2.471 -2.370
H 3.456 4.093 -2.133
H 5.202 3.551 -4.475
H 1.828 5.649 -2.740
H 0.166 5.435 -2.900
H 0.370 3.417 -0.960
H -0.797 1.052 -5.434
H -0.781 2.297 -4.189
H -1.179 -0.411 -1.900
Br 7.930 -1.122 -2.974
Be -1.077 5.451 -1.793
O 0.016 -1.834 3.646
P -1.292 -2.549 3.674
O -0.790 -4.138 3.507
C -0.183 -4.757 4.659
C -1.174 -5.153 5.692
O -1.742 -2.211 2.115
C -1.303 -1.011 1.478
C -0.149 -1.252 0.523
O -2.804 -3.058 3.971
C -3.912 -2.116 3.866
C -4.683 -2.345 2.582
H 0.585 -4.093 5.084
H 0.317 -5.664 4.291
H -1.621 -4.275 6.154
H -0.665 -5.769 6.517
H -1.983 -5.739 5.251
H -1.044 -0.256 2.221
H -2.159 -0.627 0.913
H 0.686 -1.754 1.013
H 0.206 -0.306 0.109
H -0.466 -1.900 -0.298
H -3.556 -1.086 3.940
H -4.562 -2.302 4.718
H -4.192 -1.878 1.730
H -5.684 -1.920 2.657
H -4.764 -3.410 2.361
C -3.609 1.931 7.064
C -4.666 2.469 6.126
O -4.066 3.108 4.964
C -3.626 2.308 4.033
O -3.663 1.114 4.005
O -3.062 3.089 3.041
C -2.453 2.320 1.998
H -2.899 2.715 7.331
H -4.067 1.546 7.973
H -3.037 1.126 6.599
H -5.246 3.238 6.628
H -5.364 1.692 5.813
H -3.150 1.586 1.587
H -1.554 1.826 2.362
H -2.162 3.012 1.200
Cl 3.179 0.395 -7.245
Cl -2.508 6.735 -0.125
Ca 1.310 -5.937 2.783
F 0.281 -3.482 -7.409
F -0.742 -5.785 8.012
Al -4.102 4.191 1.220
```

Output
M   967.08 Da
Strongest force on any atom   6.95 eV/Å
Electronic energy   -202560.204 eV
Frontier orbital gap   1.10 eV
Net charge   +3

Record 5
Molecular formula: C4H4NP
Method: DFT, ωB97M-V/def2-TZVPD

XYZ file:
```
10
Properties=species:S:1:pos:R:3
C 0.726 -1.050 -1.446
C 1.087 -0.188 -0.403
C 0.083 0.117 0.290
C 1.875 -0.146 -1.702
N -0.746 0.220 1.201
P -2.425 0.383 1.208
H 2.865 -0.612 -1.637
H 1.782 0.858 -2.052
H -2.539 1.126 2.603
H -2.707 -0.709 1.938
```

Output
M   97.06 Da
Strongest force on any atom   6.32 eV/Å
Electronic energy   -14984.691 eV
Frontier orbital gap (alpha / beta)   8.63 / 8.63 eV

Record 6
Molecular formula: C4H11NO
Method: DFT, ωB97M-V/def2-TZVPD

XYZ file:
```
17
Properties=species:S:1:pos:R:3
C -1.456 0.699 1.036
C -2.699 0.189 0.979
N -0.564 0.474 2.232
H -0.954 1.456 0.398
H -3.279 0.113 0.014
H -3.015 -0.385 1.823
H -0.997 -0.085 2.986
H -0.339 1.495 2.495
H 0.894 -0.381 0.578
C 2.038 -0.488 -0.954
O 1.429 0.207 0.134
C 1.137 -0.361 -2.210
H 3.076 -0.211 -1.229
H 2.112 -1.545 -0.581
H 1.002 -1.413 -2.605
H 0.076 -0.011 -2.036
H 1.542 0.245 -3.060
```

Output
M   89.14 Da
Strongest force on any atom   4.24 eV/Å
Electronic energy   -7861.945 eV
Frontier orbital gap   9.93 eV

Record 7
Molecular formula: C4H7NO2
Method: DFT, ωB97M-V/def2-TZVPD

XYZ file:
```
14
Properties=species:S:1:pos:R:3
O 1.687 1.390 -0.099
C 1.246 0.189 -0.633
C -0.208 -0.181 0.032
C -0.730 -1.548 0.323
N -0.032 -0.768 1.346
C -0.965 1.019 -0.361
O -0.664 2.129 0.062
H 0.850 1.933 0.102
H 1.217 0.222 -1.742
H 1.846 -0.658 -0.292
H -0.184 -2.407 -0.062
H -1.798 -1.752 0.474
H -0.660 -0.416 2.065
H -1.614 0.951 -1.247
```

Output
M   101.10 Da
Strongest force on any atom   1.73 eV/Å
Electronic energy   -9844.005 eV
Frontier orbital gap   9.89 eV

Record 8
Molecular formula: C3H5NO2
Method: DFT, ωB97M-V/def2-TZVPD

XYZ file:
```
11
Properties=species:S:1:pos:R:3
N 1.473 0.494 1.045
C 1.052 0.982 -0.036
O -0.611 -0.969 -1.091
C -1.045 -1.124 0.276
C -1.128 0.146 -0.437
O -0.273 1.230 -0.257
H 2.490 0.431 1.014
H 1.665 1.296 -0.885
H -0.248 -1.273 1.002
H -1.942 -1.732 0.393
H -2.080 0.533 -0.794
```

Output
M   87.08 Da
Strongest force on any atom   0.37 eV/Å
Electronic energy   -8775.041 eV
Frontier orbital gap   11.39 eV

Which of these has the highest electronic energy?
C4H11NO

electronic energy of number 1 (C44H53F5N2OP)?
-74388.397 eV

Copy entry 5 word for word.
Molecular formula: C4H4NP
Method: DFT, ωB97M-V/def2-TZVPD

XYZ file:
```
10
Properties=species:S:1:pos:R:3
C 0.726 -1.050 -1.446
C 1.087 -0.188 -0.403
C 0.083 0.117 0.290
C 1.875 -0.146 -1.702
N -0.746 0.220 1.201
P -2.425 0.383 1.208
H 2.865 -0.612 -1.637
H 1.782 0.858 -2.052
H -2.539 1.126 2.603
H -2.707 -0.709 1.938
```

Output
M   97.06 Da
Strongest force on any atom   6.32 eV/Å
Electronic energy   -14984.691 eV
Frontier orbital gap (alpha / beta)   8.63 / 8.63 eV

What is the M in the fifth record?
97.06 Da